[1]
DFT (ωB97M-V/def2-TZVPD) results for a single C4H6N2O molecule.

Last column: Mulliken charge in e.
Geometry (Å):
H (0.81463, 2.19652, 1.42413)  0.27
H (-1.05630, -2.97259, 0.47175)  0.19
H (2.17496, 1.86332, 0.34153)  0.25
N (-0.36556, 0.90521, -1.21262)  -0.51
O (-0.99983, -0.33699, -1.34632)  -0.20
C (-0.65027, -1.11711, -0.32113)  0.54
N (-1.26556, -2.32576, -0.26560)  -0.42
H (0.82519, 2.88053, -0.21605)  0.32
C (1.09057, 2.00562, 0.38186)  -1.00
C (0.23830, -0.47005, 0.49059)  -0.61
H (0.71730, -0.83014, 1.38877)  0.29
H (-1.87189, -2.60770, -1.01577)  0.22
C (0.34846, 0.80915, -0.12114)  0.65

For the HOMO energy, the calculation gives -8.36 eV. As for the orbital gap: 0.3400 hartree. The energy comes out at -340.734480 hartree. The molar mass comes out at 98.10 g/mol. The SMILES is Cc1cc(N)on1. As for the LUMO energy: 0.89 eV.


[2]
DFT (ωB97M-V/def2-TZVPD) results for 5 unconnected molecules or ions with the total composition C25H48F5NO19PS5 at a distorted geometry.

Last column: Mulliken charge in e.
Geometry (Å):
H (0.81000, 0.69162, 3.63265)  0.43
H (2.19264, 0.92554, 1.16207)  0.58
H (3.32982, -4.41770, -8.06050)  0.32
H (2.63045, -1.17427, -5.95056)  0.29
C (4.99190, -5.33189, -6.99086)  -0.31
H (-2.95795, -0.59147, -2.63469)  0.60
O (3.92481, 0.09630, 4.96502)  -0.46
S (-1.81911, 2.87332, 3.83324)  1.19
O (-1.36992, 4.13366, 3.31849)  -0.64
C (-4.21122, -1.77902, 0.16401)  0.47
H (5.22026, -6.26763, -7.49117)  0.32
H (-0.65417, 1.85670, 0.09009)  1.03
O (5.63770, 1.07619, 6.46755)  -0.55
O (5.67794, -2.80536, -5.05845)  -0.54
H (1.80533, 2.07661, 8.01668)  0.34
H (-4.85355, 0.09978, -0.59181)  0.46
C (3.40405, -1.49119, -3.94219)  -0.46
H (1.25134, -1.35737, 2.75280)  0.33
H (3.47347, 2.65654, 8.23129)  0.30
H (-3.47288, 2.38838, 0.06321)  0.45
O (3.08491, -0.77215, -2.72686)  -0.31
H (2.31955, -3.24067, -0.29835)  0.33
H (-2.89411, -0.36059, 2.41220)  0.32
O (-4.90121, -1.62775, 2.49712)  -0.34
H (-6.04469, -2.57257, 1.03314)  0.58
H (-0.59293, -0.67884, 4.36065)  0.38
H (-4.07921, -2.78554, -0.22161)  0.62
O (6.20227, -4.72433, -6.51267)  -0.30
S (6.01057, -3.14624, -6.40063)  1.08
C (-1.91091, -0.15264, 2.81003)  0.55
H (1.57730, -3.96065, 2.44391)  0.23
S (-1.37435, 3.14038, -5.48076)  1.09
O (3.88785, 2.49524, 5.51727)  -0.31
H (4.34050, -5.52366, -6.13574)  0.27
H (1.83208, 2.61065, 5.63981)  -0.12
H (1.09711, 2.17114, 2.73344)  0.72
H (0.44907, 5.74482, -4.24773)  0.34
H (2.71151, 3.99215, 6.33703)  0.34
N (2.16326, -3.97106, 1.62675)  -0.63
C (-0.06906, 3.78200, -3.45621)  -0.10
F (-3.95870, 2.01212, 5.92207)  -0.18
H (4.89670, -4.29185, -8.89275)  0.27
O (-1.38326, 2.51854, 5.14784)  -0.65
C (-5.36964, -1.73129, 1.16078)  -1.19
C (1.56054, -3.32587, 0.47152)  -1.02
C (-0.38249, 5.04714, -4.22506)  -0.43
F (-5.72804, 2.66282, 4.81102)  -0.22
F (-4.34881, 4.17796, 5.60027)  -0.21
S (4.31614, 1.01667, 5.97308)  1.08
O (7.07175, -2.50717, -7.07653)  -0.54
O (-0.99385, 2.80855, -3.95638)  -0.20
F (-4.11487, 1.81726, 3.00253)  -0.16
O (-0.67663, 4.58110, -5.54925)  -0.34
C (-3.69050, 2.89601, 3.70091)  0.48
C (0.67697, 1.16851, 2.66870)  -0.68
H (-3.29291, -1.52823, 0.68609)  -0.35
H (0.59694, 0.45087, 0.65487)  -0.51
H (-3.31312, 0.79893, 0.72370)  -0.30
C (-1.32227, -1.01771, 3.64321)  -1.43
O (1.59686, -0.11929, -4.48601)  -0.31
O (-0.67181, 2.26211, -6.33883)  -0.54
O (1.89308, 1.35573, -2.54639)  -0.69
H (-1.26854, 5.55009, -3.83109)  0.32
H (-0.13615, -2.03470, 0.92805)  -0.05
H (-1.56512, 1.16765, -1.65093)  -0.09
C (-4.83184, -2.85835, 3.19164)  -0.73
P (-1.09131, 1.38943, 2.40774)  0.23
H (0.94312, 3.43182, -3.65829)  0.21
H (3.47917, 0.22616, -5.26024)  0.33
S (1.70258, -0.00672, -2.90493)  1.33
C (-4.43188, 2.93910, 5.07885)  0.55
H (3.08757, -3.63441, 1.83181)  0.28
H (-4.91694, -3.70791, 2.52192)  0.40
H (-5.00690, -1.17918, -1.75711)  0.51
H (-1.61443, -2.05441, 3.61919)  0.26
O (4.66894, -3.04000, -7.26996)  -0.29
O (0.66113, -0.78747, -2.33207)  -0.61
C (2.83053, -0.62238, -5.03754)  -0.34
C (1.29831, 0.40710, 1.48165)  -0.12
F (-4.00898, 4.00800, 3.00690)  -0.25
H (0.97833, -1.38992, -0.22380)  -0.56
O (-2.78050, 3.29093, -5.55512)  -0.56
C (0.92773, -1.94218, 0.70633)  0.79
C (-2.80550, 1.53722, 0.11987)  0.33
C (2.77625, 2.17850, 7.54127)  -0.39
H (-2.20401, -1.04306, -1.13934)  0.03
H (-0.20118, 3.90354, -2.38424)  0.21
C (2.70872, 2.91253, 6.21912)  0.11
H (-1.53544, 3.10665, 0.89073)  0.68
H (2.68992, -1.17439, 1.76077)  0.45
O (3.29249, 0.88368, 7.19683)  -0.33
C (-4.35292, -0.78049, -0.98994)  -1.21
C (-2.59988, 1.04923, -1.33697)  -0.51
H (-3.86573, -2.94986, 3.68385)  0.16
H (2.90941, -2.46397, -3.90287)  0.21
H (-5.59155, -2.91511, 3.96425)  0.28
C (-1.48678, 2.02662, 0.76163)  -1.50
H (4.47237, -1.63098, -4.03684)  0.51
C (1.61036, -1.08293, 1.76535)  -0.57
H (-3.17814, 1.68917, -1.99386)  0.37
H (-5.94796, -0.83154, 0.96879)  0.41
C (4.39987, -4.29455, -7.92186)  -0.32
C (-2.98338, -0.41348, -1.56502)  -0.75
H (0.78568, -3.99077, 0.10238)  0.45

For the HOMO energy, the calculation gives -11.11 eV. As for the orbital gap: 0.2739 hartree. The energy comes out at -5296.897539 hartree. The molar mass comes out at 952.95 g/mol. As for the charge: +1. As for the LUMO energy: -3.66 eV.


[3]
DFT (ωB97M-V/def2-TZVPD) results for a molecular structure, C25H28F5NiO2S at a distorted geometry.

Last column: Mulliken charge in e.
Geometry (Å):
C (-3.68919, 0.54989, -0.18269)  -0.53
Ni (-2.04351, 0.59929, 0.94158)  0.03
C (-5.57893, -5.70838, -0.90584)  0.10
C (-3.03729, 0.39748, 2.75432)  -0.59
H (3.52297, 3.96827, -2.40120)  0.34
H (2.01647, -1.86035, 0.48546)  0.35
F (-7.87933, -5.60295, -0.27926)  -0.34
H (5.12621, 3.86592, 0.99271)  0.37
C (-1.02930, -0.55308, 2.14029)  -0.73
C (2.23262, 0.29854, 0.73405)  -0.24
C (6.06355, 2.08021, -0.90698)  -0.78
C (-2.68467, -0.32078, -0.70252)  -0.10
O (3.94034, 2.01533, -0.46232)  -0.02
H (3.06739, 0.82989, 1.19253)  0.11
C (5.01992, 1.03719, -0.52782)  -0.30
H (5.72864, 4.87807, -0.34435)  0.40
H (3.48220, -1.20842, -1.88600)  0.32
C (-2.40552, -0.81529, 2.36923)  -0.06
C (4.84600, 3.03293, -0.97056)  1.30
C (1.72284, 1.04980, -0.49567)  1.33
C (4.48700, 3.44492, -2.38326)  -1.64
H (-2.85999, -1.79848, 2.34614)  0.63
F (-3.30353, -5.70934, -1.56238)  -0.32
H (3.97025, 4.76405, -0.04738)  0.36
H (-2.77286, -1.38570, -0.89913)  0.48
H (5.26057, 4.11871, -2.77969)  0.42
C (-0.80090, 0.84441, 2.39856)  -0.58
C (-3.14147, 1.86980, -0.11819)  -0.38
C (-5.08442, -3.48569, 0.68503)  -0.02
C (-6.38043, -3.96393, 0.56473)  -0.23
H (-4.07157, 0.49989, 3.08168)  0.47
H (-2.20809, 2.45224, 3.06484)  0.52
O (2.27562, 0.48214, -1.70235)  -0.45
F (-7.39799, -3.32568, 1.18665)  -0.32
C (-6.63011, -5.10217, -0.20877)  0.63
H (6.55580, 1.87344, -1.85839)  0.33
H (6.74195, 2.29052, -0.07480)  0.30
H (-3.67513, 2.75884, 0.20153)  0.50
H (0.63261, 0.89686, -0.55803)  -1.48
H (-0.68774, 0.08755, -1.57104)  0.61
C (2.56798, -0.89327, -1.36600)  -0.78
H (5.16643, 0.55840, 0.44874)  0.26
C (-1.53957, 0.46549, -1.01875)  -0.54
S (-2.38826, -3.66147, 0.38519)  -0.41
H (0.15947, 1.35198, 2.38736)  0.56
H (1.45230, 0.18870, 1.49061)  0.16
C (-1.80638, 1.82056, -0.62237)  -0.92
H (1.72152, -1.50438, -1.72472)  0.41
C (-2.05419, 1.42959, 2.75752)  -0.68
H (-4.70745, 0.26329, 0.06098)  0.56
C (4.91787, 4.21235, -0.02471)  -1.69
C (2.68379, -1.05238, 0.15905)  -0.66
C (-4.28634, -5.21152, -0.78050)  0.15
H (-1.12752, 2.66177, -0.74437)  0.45
H (1.89462, 2.12789, -0.46496)  0.42
F (-4.89449, -2.29960, 1.32818)  -0.25
C (-3.96834, -4.13527, 0.09460)  0.45
H (4.42228, 2.57601, -3.04730)  0.34
H (4.84339, 0.28440, -1.30884)  -0.04
F (-5.82288, -6.77050, -1.70711)  -0.31
H (3.71540, -1.25913, 0.47962)  0.20
H (-0.28063, -1.29885, 1.90708)  0.49

Its expectation value of S² is 2.013. For the HOMO energy (spin up / spin down), the calculation gives -3.68 / -3.68 eV. As for the orbital gap (spin up / spin down): 0.2151 / 0.2150 hartree. The energy comes out at -3525.595458 hartree. The molar mass comes out at 546.25 g/mol. As for the charge: -1. As for the LUMO energy (spin up / spin down): 2.17 / 2.17 eV. Its spin multiplicity is 3.


[4]
DFT (ωB97M-V/def2-TZVPD) results for 3 unconnected molecules or ions with the total composition H6O3 at a distorted geometry.

Last column: Mulliken charge in e.
Geometry (Å):
H (-1.20254, 1.18515, 2.24980)  0.44
H (0.04504, 1.32551, 1.40379)  0.48
H (-0.77995, -1.69528, -2.11456)  0.34
O (-0.27381, -1.55442, -1.31443)  -0.70
H (1.16873, 0.92008, -0.67638)  0.37
H (0.29739, -0.25341, -0.28194)  0.45
O (-0.51492, 1.80732, 2.01251)  -0.09
O (0.82205, 0.45738, 0.08648)  -0.63
H (0.43802, -2.19234, -1.36531)  0.34

Its expectation value of S² is 0.756. For the HOMO energy (spin up / spin down), the calculation gives -16.49 / -16.49 eV. As for the orbital gap (spin up / spin down): 0.4593 / 0.1811 hartree. The energy comes out at -228.909450 hartree. The molar mass comes out at 54.05 g/mol. As for the charge: +1. As for the LUMO energy (spin up / spin down): -4.00 / -11.56 eV. Its spin multiplicity is 2.


- What is the formula in the fourth record?
  H6O3


Repeat the first record exactly.
DFT (ωB97M-V/def2-TZVPD) results for a single C4H6N2O molecule.

Last column: Mulliken charge in e.
Geometry (Å):
H (0.81463, 2.19652, 1.42413)  0.27
H (-1.05630, -2.97259, 0.47175)  0.19
H (2.17496, 1.86332, 0.34153)  0.25
N (-0.36556, 0.90521, -1.21262)  -0.51
O (-0.99983, -0.33699, -1.34632)  -0.20
C (-0.65027, -1.11711, -0.32113)  0.54
N (-1.26556, -2.32576, -0.26560)  -0.42
H (0.82519, 2.88053, -0.21605)  0.32
C (1.09057, 2.00562, 0.38186)  -1.00
C (0.23830, -0.47005, 0.49059)  -0.61
H (0.71730, -0.83014, 1.38877)  0.29
H (-1.87189, -2.60770, -1.01577)  0.22
C (0.34846, 0.80915, -0.12114)  0.65

For the HOMO energy, the calculation gives -8.36 eV. As for the orbital gap: 0.3400 hartree. The energy comes out at -340.734480 hartree. The molar mass comes out at 98.10 g/mol. The SMILES is Cc1cc(N)on1. As for the LUMO energy: 0.89 eV.


- The highest energy belongs to which entry?
  H6O3


- The lowest energy belongs to which entry?
  C25H48F5NO19PS5